Record 1
Density functional theory data (ωB97M-V/def2-TZVPD) for a molecular structure, C28H58CrNO27.

Its frontier orbital gap (alpha / beta) is 6.74 / 6.93 eV. For the total energy, the calculation gives -4231.8014 Eh. The value obtained for the molar mass is 892.75 g/mol.

Geometry as ORCA input:
```
! wB97M-V def2-TZVPD RIJCOSX def2/J DEFGRID3
* xyz 1 5
Cr 0.732 3.143 -0.519
C -0.957 -0.313 -2.027
C -1.014 0.305 -0.641
C -1.013 -0.840 0.409
O -0.050 1.274 -0.428
H -0.049 -0.864 -2.296
H -0.900 0.465 -2.799
H -1.853 -0.896 -2.242
H -2.035 0.710 -0.572
H -0.065 -1.389 0.429
H -1.858 -1.490 0.194
H -1.056 -0.469 1.437
C -2.986 2.843 0.888
O -2.848 4.123 1.462
C -1.742 4.740 1.114
O -0.920 4.219 0.384
O -1.672 5.895 1.687
C -0.742 6.877 1.250
H -3.921 2.378 1.178
H -2.249 2.108 1.232
H -2.876 2.932 -0.194
H -0.964 7.212 0.238
H 0.261 6.446 1.303
H -0.744 7.734 1.915
C 4.127 -2.552 3.187
O 3.858 -1.610 2.156
C 3.147 -2.004 1.122
O 2.509 -3.020 1.042
O 3.179 -1.014 0.224
C 2.516 -1.137 -1.019
H 3.237 -2.627 3.814
H 5.028 -2.257 3.714
H 4.300 -3.573 2.840
H 1.952 -2.066 -1.124
H 3.252 -1.168 -1.825
H 1.861 -0.283 -1.175
C -1.703 -0.870 3.881
O -2.786 0.053 3.847
C -3.807 -0.226 3.026
O -3.860 -1.206 2.340
O -4.596 0.825 3.008
C -5.754 0.789 2.154
H -1.396 -1.092 2.861
H -1.896 -1.756 4.486
H -0.904 -0.342 4.404
H -6.008 1.848 2.090
H -6.527 0.227 2.667
H -5.594 0.496 1.118
C 1.224 0.894 2.891
O 2.536 1.485 2.761
C 2.698 2.548 2.036
O 1.804 3.131 1.455
O 3.943 2.961 2.026
C 4.962 2.237 2.701
H 1.201 0.103 3.638
H 0.965 0.446 1.931
H 0.548 1.704 3.157
H 5.831 2.855 2.913
H 5.321 1.439 2.046
H 4.591 1.792 3.621
C 0.065 -2.867 -2.299
O 0.192 -2.672 -3.698
C 1.156 -1.844 -4.119
O 1.936 -1.258 -3.423
O 1.079 -1.792 -5.437
C 2.138 -1.233 -6.154
H -0.994 -2.708 -2.098
H 0.536 -2.087 -1.690
H 0.512 -3.770 -1.890
H 2.511 -0.250 -5.850
H 1.872 -1.050 -7.195
H 3.007 -1.896 -6.167
C 1.639 1.050 -3.940
O 2.945 1.121 -3.405
C 3.246 1.921 -2.427
O 2.424 2.500 -1.730
O 4.545 1.873 -2.244
C 5.024 2.602 -1.117
H 0.848 1.434 -3.300
H 1.436 -0.005 -4.131
H 1.503 1.494 -4.928
H 6.110 2.575 -1.144
H 4.773 2.093 -0.190
H 4.652 3.622 -1.066
C -3.979 2.967 -6.925
O -3.657 2.063 -5.892
C -3.428 0.781 -6.177
O -3.311 0.274 -7.258
O -3.238 0.166 -5.019
C -2.838 -1.191 -5.007
H -3.377 3.867 -6.786
H -5.010 3.307 -6.817
H -3.825 2.638 -7.951
H -3.283 -1.811 -4.228
H -1.765 -1.225 -4.824
H -3.090 -1.719 -5.925
C -0.068 -3.166 2.910
O 0.277 -3.766 4.148
C 0.495 -2.964 5.168
O 0.397 -1.753 5.128
O 0.826 -3.670 6.219
C 1.210 -2.990 7.409
H 0.728 -2.518 2.545
H -0.930 -2.514 3.084
H -0.282 -3.989 2.237
H 0.329 -2.575 7.895
H 1.936 -2.200 7.229
H 1.672 -3.710 8.077
C -3.054 -3.948 0.788
N -1.683 -3.789 1.323
O -1.501 -4.187 2.453
O -0.824 -3.404 0.562
H -3.468 -2.970 0.558
H -3.686 -4.529 1.447
H -2.963 -4.504 -0.145
*
```

Atomic partial charges in e from the Mulliken method, atoms 1 to 5: Cr 0.88; C -1.37; C 0.03; C 1.22; O 0.66

Record 2
Density functional theory data (ωB97M-V/def2-TZVPD) for a molecular structure, C48H63Br3HfN7O11.

Its frontier orbital gap (alpha / beta) is 5.11 / 2.25 eV. For the total energy, the calculation gives -10846.5906 Eh. The value obtained for the molar mass is 1332.27 g/mol.

Geometry as ORCA input:
```
! wB97M-V def2-TZVPD RIJCOSX def2/J DEFGRID3
* xyz 2 2
Hf 2.238 1.035 -2.617
C 0.974 -3.179 -4.633
C 1.291 -3.328 -3.073
C 1.292 -4.842 -2.626
C 2.497 -5.584 -2.966
C 3.683 -4.931 -2.185
C 3.876 -3.487 -2.766
N 2.609 -2.741 -2.589
O 2.725 -1.335 -2.873
C 4.452 -3.528 -4.223
C 4.835 -2.773 -1.812
C 0.128 -2.688 -2.116
H 1.508 -2.313 -5.022
H -0.083 -2.913 -4.642
H 1.231 -4.031 -5.263
H 0.542 -5.401 -3.184
H 1.163 -4.909 -1.546
H 2.746 -5.677 -4.023
H 2.380 -6.593 -2.571
H 4.524 -5.573 -2.448
H 3.485 -4.863 -1.116
H 3.881 -4.006 -5.020
H 5.464 -3.929 -4.160
H 4.683 -2.558 -4.663
H 4.494 -2.969 -0.796
H 5.189 -1.751 -1.941
H 5.832 -3.214 -1.818
H 0.192 -2.858 -1.041
H -0.816 -3.179 -2.353
H -0.014 -1.608 -2.114
C -0.078 0.634 1.288
C -0.608 0.600 -0.119
C -1.867 1.505 -0.273
O 0.423 0.874 -1.048
H 0.752 -0.069 1.357
H -0.647 0.354 2.174
H 0.312 1.646 1.396
H -1.034 -0.399 -0.218
H -2.674 1.320 0.435
H -2.304 1.421 -1.269
H -1.729 2.580 -0.160
C -1.192 4.036 -3.425
C 0.142 3.774 -4.061
C 0.745 5.100 -4.573
O 1.119 2.989 -3.416
H -1.893 4.402 -4.175
H -1.191 4.724 -2.580
H -1.675 3.106 -3.123
H 0.029 3.233 -5.001
H 0.026 5.723 -5.105
H 1.659 5.069 -5.165
H 1.086 5.703 -3.731
N -2.680 3.931 4.546
C -3.937 4.311 4.867
C -4.736 3.168 4.935
C -4.021 2.156 4.213
C -2.673 2.613 4.191
H -1.806 4.394 4.752
H -4.078 5.355 5.102
H -5.749 3.031 5.285
H -4.302 1.123 4.072
H -1.864 2.105 3.687
N -3.216 -3.914 0.552
C -3.719 -2.672 0.765
C -2.654 -1.811 1.068
C -1.541 -2.608 1.209
C -1.845 -3.883 0.770
H -3.658 -4.798 0.344
H -4.776 -2.525 0.595
H -2.785 -0.741 1.142
H -0.545 -2.232 1.395
H -1.368 -4.838 0.610
C -5.319 2.362 0.709
Br -6.104 2.246 -1.051
Br -5.269 0.590 1.642
Br -6.389 3.730 1.738
H -4.328 2.804 0.605
C -1.230 -2.364 5.524
C -0.539 -2.938 6.572
C 0.154 -2.122 7.433
C 0.184 -0.724 7.209
C -0.447 -0.206 6.035
C -1.121 -1.053 5.152
N 0.872 0.212 8.087
O 1.342 1.236 7.545
O 1.116 -0.175 9.210
H -1.756 -3.076 4.905
H -0.637 -4.002 6.730
H 0.703 -2.575 8.246
H -0.257 0.807 5.713
H -1.597 -0.696 4.251
C -0.100 5.948 1.423
C 1.077 5.814 2.220
C 2.152 5.036 1.710
C 1.990 4.384 0.442
C 0.865 4.516 -0.298
C -0.174 5.263 0.198
N 3.067 3.551 -0.071
O 2.795 2.745 -0.975
O 4.216 3.751 0.388
H -1.005 6.394 1.807
H 1.251 6.376 3.126
H 3.083 4.869 2.232
H 0.642 3.986 -1.212
H -1.106 5.237 -0.347
C -4.640 0.164 -4.105
C -3.834 -0.408 -3.110
C -2.435 -0.410 -3.343
C -1.899 0.032 -4.551
C -2.790 0.632 -5.487
C -4.175 0.680 -5.316
N -0.469 0.018 -4.865
O 0.092 0.179 -5.909
O 0.287 0.039 -3.852
H -5.712 0.130 -3.978
H -4.258 -0.807 -2.199
H -1.852 -0.899 -2.577
H -2.325 1.161 -6.306
H -4.812 1.094 -6.084
C 2.494 -2.405 3.444
C 3.565 -1.580 3.857
C 4.146 -0.751 2.854
C 3.715 -0.793 1.478
C 2.732 -1.751 1.167
C 2.129 -2.600 2.090
N 4.297 0.096 0.383
O 3.537 0.263 -0.569
O 5.292 0.820 0.647
H 2.080 -3.010 4.236
H 3.821 -1.585 4.907
H 4.877 -0.007 3.134
H 2.235 -1.715 0.209
H 1.321 -3.271 1.839
*
```

Atomic partial charges in e from the Mulliken method, atoms 1 to 5: Hf 1.47; C -1.73; C 1.60; C -1.04; C -0.82

Record 3
Density functional theory data (ωB97M-V/def2-TZVPD) for a single C6H9NO2 molecule.

Its frontier orbital gap is 10.12 eV. For the total energy, the calculation gives -438.9795 Eh. The value obtained for the molar mass is 127.14 g/mol. As for the relative energy (zero: lowest compared OMol25 entry of this formula, charge and spin): 779.49 kJ/mol. The structure (SMILES) is C#CCON(C)C(C)=O.

Geometry as ORCA input:
```
! wB97M-V def2-TZVPD RIJCOSX def2/J DEFGRID3
* xyz 0 1
C -3.478 -0.532 -0.453
C -2.417 -0.089 -0.160
C -1.409 0.612 0.428
O -0.259 0.083 -0.469
N 0.866 0.511 0.213
C 1.106 1.909 -0.249
C 1.884 -0.519 0.001
C 1.220 -1.786 0.069
O 3.036 -0.254 -0.369
H -4.583 -1.271 -0.424
H -1.688 1.742 0.734
H -1.139 0.057 1.331
H 0.536 2.363 0.469
H 2.277 2.256 -0.128
H 0.684 2.006 -1.336
H 0.740 -2.123 0.920
H 0.701 -2.290 -0.832
H 1.924 -2.675 0.253
*
```

Atomic partial charges in e from the Mulliken method, atoms 1 to 5: C 0.22; C -0.66; C -0.06; O -0.28; N -0.01

Record 4
Density functional theory data (ωB97M-V/def2-TZVPD) for a molecular structure, C19H23Cl2NRe.

Its frontier orbital gap (alpha / beta) is 8.00 / 5.74 eV. For the total energy, the calculation gives -1790.5328 Eh. The value obtained for the molar mass is 522.51 g/mol. As for the relative energy (zero: lowest compared OMol25 entry of this formula, charge and spin): 0.00 kJ/mol.

Geometry as ORCA input:
```
! wB97M-V def2-TZVPD RIJCOSX def2/J DEFGRID3
* xyz 2 4
C -1.919 1.649 -4.266
C -3.272 0.930 -4.425
C -2.031 3.173 -4.216
C -0.888 1.160 -5.294
Cl -1.277 1.110 -2.409
H -2.424 3.593 -5.162
H -1.052 3.626 -4.019
H -2.693 3.484 -3.398
H -3.770 1.209 -5.372
H -3.948 1.182 -3.594
H -3.145 -0.166 -4.412
H -1.170 1.468 -6.321
H -0.793 0.061 -5.294
H 0.112 1.568 -5.082
C -0.643 -0.133 1.862
C -0.609 1.321 1.849
C -1.697 1.778 1.031
H 0.007 1.973 2.462
C -2.392 0.641 0.529
C -1.745 -0.543 1.015
H -2.100 -1.552 0.883
H -0.060 -0.797 2.496
H -1.969 2.820 0.875
H -3.318 0.665 -0.035
C 1.702 -0.718 -0.197
C 1.893 0.224 0.858
C 1.902 1.547 0.280
H 2.070 -0.017 1.909
C 1.713 1.418 -1.141
C 1.610 0.010 -1.442
H 1.547 -0.415 -2.430
H 1.682 -1.789 -0.091
H 2.070 2.494 0.804
H 1.720 2.242 -1.858
Re 0.007 0.534 -0.077
Cl 1.085 -5.120 -3.466
C -0.123 -4.105 -2.840
C -1.472 -4.427 -2.976
C -2.398 -3.542 -2.424
C -1.950 -2.413 -1.730
N -0.656 -2.130 -1.562
C 0.243 -2.943 -2.114
H -1.771 -5.344 -3.500
H -3.468 -3.707 -2.504
H -2.695 -1.731 -1.284
H 1.305 -2.727 -2.007
*
```

Atomic partial charges in e from the Mulliken method, atoms 1 to 5: C 0.82; C -1.28; C -1.35; C -1.29; Cl -0.19

Record 5
Density functional theory data (ωB97M-V/def2-TZVPD) for a gas-phase ion, C6H6BrO (charge +1).

Its frontier orbital gap is 8.02 eV. For the total energy, the calculation gives -2881.0485 Eh. The value obtained for the molar mass is 174.02 g/mol. As for the relative energy (zero: lowest compared OMol25 entry of this formula, charge and spin): 294.41 kJ/mol.

Geometry as ORCA input:
```
! wB97M-V def2-TZVPD RIJCOSX def2/J DEFGRID3
* xyz 1 1
C 1.448 0.476 0.868
C 0.031 0.487 1.101
C 2.060 -0.004 -0.260
C 1.389 -0.576 -1.441
C -0.919 0.053 0.362
C -2.239 -0.124 -0.049
O 0.224 -0.803 -1.592
Br -3.286 -0.968 1.376
H 1.830 1.044 1.714
H -0.460 1.086 1.847
H 3.161 -0.003 -0.456
H 2.193 -0.779 -2.325
H -2.579 -0.762 -0.973
H -2.854 0.873 -0.172
*
```

Atomic partial charges in e from the Mulliken method, atoms 1 to 5: C -0.14; C 0.01; C -0.45; C 0.27; C 0.22

- Number 5 is which compound?
  C6H6BrO